Entry 1:
A 2-piece molecular cluster, C7H9ClN2O overall at a distorted geometry, computed with ωB97M-V with the def2-TZVPD basis set.

The value obtained for the LUMO energy (spin up / spin down) is 0.6 / -0.6 eV. Its HOMO energy (spin up / spin down) is -7.348 / -7.456 eV. The relative energy (zero: lowest compared OMol25 entry of this formula, charge and spin) is 75.77 kcal per mole. As for the frontier orbital gap (spin up / spin down): 7.94 / 6.87 eV. For the energy, the calculation gives -916.92643 hartree.

Geometry as ORCA input:
```
! wB97M-V def2-TZVPD RIJCOSX def2/J DEFGRID3
* xyz 0 1
C -0.908 -1.487 -1.105
C -1.062 -1.200 0.232
C 1.211 -2.486 -0.505
C 0.894 1.322 0.425
C 0.406 -1.972 -1.652
C 0.021 -1.375 1.139
C -0.935 2.759 0.080
N 1.062 -2.179 0.736
N -0.266 1.749 0.842
O 1.602 1.543 -0.486
Cl -0.042 -0.948 2.830
H -1.643 -1.185 -1.814
H -1.994 -0.824 0.662
H 2.222 -2.957 -0.776
H 0.453 -2.773 -2.364
H 0.749 -1.005 -1.964
H -0.280 3.290 -0.528
H -1.686 2.136 -0.566
H -1.707 3.280 0.641
H -0.503 1.207 1.721
*
```

Entry 2:
The molecule C7H9F at a distorted geometry, computed with ωB97M-V with the def2-TZVPD basis set.

The value obtained for the LUMO energy is 1.1 eV. Its HOMO energy is -9.952 eV. The relative energy (zero: lowest compared OMol25 entry of this formula, charge and spin) is 52.22 kcal per mole. As for the frontier orbital gap: 11.01 eV. For the energy, the calculation gives -371.87251 hartree. As for the SMILES: C#C[C@H](C)C1(F)CC1.

Geometry as ORCA input:
```
! wB97M-V def2-TZVPD RIJCOSX def2/J DEFGRID3
* xyz 0 1
C -2.549 -1.298 -0.394
C -1.558 -0.731 -0.715
C -0.234 -0.150 -0.913
C 0.773 -1.243 -0.954
C -0.034 0.900 0.169
F -0.853 1.908 -0.112
C 1.256 1.284 0.702
C 0.163 0.858 1.665
H -3.455 -1.765 -0.151
H -0.287 0.441 -1.906
H 0.483 -1.976 -1.692
H 0.943 -1.789 -0.016
H 1.840 -0.935 -1.217
H 1.424 2.328 0.541
H 2.143 0.659 0.542
H -0.413 1.603 2.237
H 0.358 -0.093 2.215
*
```

Entry 3:
A 2-piece molecular cluster, C7H9F4O2P overall at a distorted geometry, computed with ωB97M-V with the def2-TZVPD basis set.

The value obtained for the LUMO energy (spin up / spin down) is 0.8 / -1.0 eV. Its HOMO energy (spin up / spin down) is -8.970 / -5.768 eV. The relative energy (zero: lowest compared OMol25 entry of this formula, charge and spin) is 64.94 kcal per mole. As for the frontier orbital gap (spin up / spin down): 9.77 / 4.73 eV. For the energy, the calculation gives -1163.25132 hartree.

Geometry as ORCA input:
```
! wB97M-V def2-TZVPD RIJCOSX def2/J DEFGRID3
* xyz 0 1
C 0.629 0.803 0.711
C 1.699 0.158 0.105
C -0.344 1.487 0.118
C 4.868 -0.379 0.107
C 3.606 -1.230 0.196
C -3.926 0.528 0.089
C -3.385 -0.803 -0.288
O -1.240 2.064 -0.323
O 2.552 -0.542 0.851
F -3.844 0.708 1.456
F -3.608 -1.049 -1.590
F -3.869 -1.878 0.382
F -2.035 -0.885 -0.125
P -5.543 0.920 -0.603
H 0.535 0.730 1.788
H 1.829 0.171 -0.970
H 5.179 -0.063 1.099
H 5.667 -0.964 -0.340
H 4.695 0.504 -0.503
H 3.795 -2.118 0.806
H 3.287 -1.547 -0.803
H -5.477 2.271 -0.264
H -5.069 1.116 -1.898
*
```

Entry 4:
C7H9I2MnN3 as an isolated structure at a distorted geometry, computed with ωB97M-V with the def2-TZVPD basis set.

The value obtained for the LUMO energy (spin up / spin down) is -11.3 / -11.3 eV. Its HOMO energy (spin up / spin down) is -16.302 / -16.300 eV. As for the frontier orbital gap (spin up / spin down): 5.02 / 5.04 eV. For the energy, the calculation gives -2181.99127 hartree.

Geometry as ORCA input:
```
! wB97M-V def2-TZVPD RIJCOSX def2/J DEFGRID3
* xyz 2 6
C 2.690 0.080 -0.633
C 1.372 -0.628 -0.276
I 1.712 -1.720 1.527
C 0.232 0.382 -0.147
I -0.009 1.406 -2.116
C -1.152 0.064 0.520
N -1.063 -0.005 1.976
C -1.974 1.264 0.199
N -2.401 2.323 0.071
C -1.772 -1.264 -0.009
C -1.615 -1.381 -1.466
N -1.446 -1.506 -2.590
H 2.870 0.912 0.080
H 2.678 0.491 -1.647
H 3.543 -0.596 -0.543
H 1.114 -1.319 -1.089
H 0.645 1.193 0.522
H -1.887 0.367 2.436
H -0.223 0.372 2.395
H -1.299 -2.108 0.504
H -2.839 -1.276 0.250
Mn 0.649 3.012 0.048
*
```